The following is a quantum chemistry calculation of a single C19H16N4OS molecule, from the Open Molecules 2025 dataset.

Each line ends with the Mulliken charge.
Element x y z (Å)
1 H -1.101544 3.346328 -0.877497  0.242
2 N -1.636052 2.972121 -1.660998  -0.790
3 C -2.069740 1.755683 -1.682367  0.056
4 C -1.881724 0.791550 -0.585440  1.725
5 C -1.293827 1.189909 0.606547  -1.073
6 C -1.006589 0.372151 1.786726  -0.352
7 C -1.348621 0.720924 3.087981  -0.615
8 C -0.800143 -0.332602 3.938921  -0.840
9 C -0.121681 -1.250578 3.136756  -0.349
10 N -0.241328 -0.792330 1.832180  0.502
11 C 0.449075 -1.497034 0.743681  -0.778
12 C 1.950967 -1.426188 0.802041  0.597
13 C 2.648067 -2.582944 1.254132  -0.883
14 C 4.046785 -2.566482 1.325467  -0.701
15 C 4.746139 -1.420688 0.967046  -0.638
16 C 4.084379 -0.293996 0.533763  -0.810
17 C 2.696359 -0.278517 0.427360  0.941
18 C 2.040439 0.995307 -0.040511  -0.934
19 C -2.467060 -0.529261 -0.879588  0.652
20 O -2.575934 -1.401577 -0.034909  -0.576
21 N -2.973810 -0.882482 -2.142437  -0.631
22 C -3.104276 0.024434 -3.045642  0.568
23 S -3.852953 -0.312402 -4.577434  -0.149
24 C -3.554888 1.355781 -5.004495  -0.283
25 C -2.919777 2.055753 -4.014919  -0.540
26 N -2.669995 1.311096 -2.876800  0.132
27 H -1.071602 2.240942 0.721426  0.302
28 H -1.911575 1.583590 3.420706  0.493
29 H -0.909580 -0.400808 5.019058  0.414
30 H 0.415840 -2.115614 3.501537  0.421
31 H 0.105562 -1.117819 -0.215946  0.186
32 H 0.157729 -2.557826 0.732961  0.483
33 H 2.115011 -3.512910 1.458005  0.365
34 H 4.577750 -3.403543 1.666578  0.460
35 H 5.805964 -1.461343 1.010525  0.404
36 H 4.636928 0.596799 0.266734  0.362
37 H 1.319430 0.762117 -0.874183  0.145
38 H 1.462455 1.500880 0.780681  0.167
39 H 2.758084 1.687189 -0.449916  0.497
40 H -3.807755 1.777175 -5.978338  0.444
41 H -2.696509 3.097215 -4.079388  0.384

Atoms 1-6, force components in eV/Å:
H -0.45 -0.83 -0.03
N -0.79 -0.62 -1.33
C 1.94 2.78 0.88
C 0.39 0.37 0.47
C -1.15 -1.60 -1.44
C 0.54 0.04 0.35

SMILES = [H]/N=C1\C(=C\c2cccn2Cc2ccccc2C)C(=O)N=C2SC=CN21
energy relative to the best compared isomer or geometry (same formula, charge and spin) = 0.940 eV
orbital gap = 0.2631 Ha
total charge = 0
E = -1426.036502 Ha
maximum force = 3.50 eV Å⁻¹
HOMO level = -8.21 eV


The following is a quantum chemistry calculation of a molecular structure, C5H14N2, from the Open Molecules 2025 dataset.

Each line ends with the Mulliken charge.
Element x y z (Å)
1 C 0.637549 0.100098 -3.372447  -0.811
2 N -1.354086 0.479731 -0.754311  -0.864
3 C 0.328838 1.562257 2.103007  -1.075
4 C 0.624508 0.913425 0.713904  -0.224
5 C -0.423509 -0.018072 0.126310  0.812
6 C -0.364741 -1.521892 0.351664  -0.966
7 N -0.776176 -2.044909 1.705575  -0.585
8 H 0.679077 0.946629 -4.045533  0.293
9 H -0.212645 0.219503 -2.667969  0.087
10 H 0.523634 -0.827737 -3.955685  0.268
11 H 1.538685 0.030909 -2.785509  0.206
12 H -0.456152 2.351742 2.031874  0.315
13 H 1.212984 2.045208 2.471665  0.348
14 H -0.037497 0.796806 2.837945  0.255
15 H 0.749539 1.707666 -0.037477  0.251
16 H 1.643072 0.352509 0.752253  0.300
17 H -1.616651 0.327387 0.435439  0.052
18 H -1.051972 -1.927115 -0.336821  0.485
19 H 0.648684 -1.877635 0.191629  0.347
20 H -1.781376 -2.180463 1.781700  0.282
21 H -0.511764 -1.436048 2.452789  0.224

Atoms 1-6, force components in eV/Å:
C -0.87 -0.49 0.27
N 1.57 -0.89 2.53
C -1.36 -0.75 -0.39
C 1.90 -0.32 0.12
C -1.15 1.10 -1.73
C 0.10 -0.10 2.20

energy relative to the best compared isomer or geometry (same formula, charge and spin) = 4.465 eV
orbital gap = 0.3128 Ha
total charge = 0
E = -308.258956 Ha
maximum force = 3.11 eV Å⁻¹
HOMO level = -8.09 eV


The following is a quantum chemistry calculation of a gas-phase ion, C6H10NO3 (charge +1), from the Open Molecules 2025 dataset.

Each line ends with the Mulliken charge.
Element x y z (Å)
1 C 1.377512 2.114269 0.572338  -0.477
2 C 1.774892 1.136524 -0.629026  -0.259
3 C -1.842504 -0.909735 -0.812252  -0.627
4 C -1.122736 -2.111854 -0.128325  0.227
5 C -0.141321 -1.941800 0.946955  -0.733
6 C -0.412363 0.865526 -0.171036  0.728
7 N -0.046595 1.889180 0.638571  -0.114
8 O 0.489292 0.447657 -0.955763  -0.268
9 O -1.598117 0.312853 -0.120994  -0.359
10 O -1.525968 -2.662609 1.140470  -0.316
11 H 1.782250 1.916793 1.500465  0.308
12 H 1.648908 3.224120 0.326555  0.311
13 H 2.115550 1.675752 -1.612114  0.260
14 H 2.395597 0.268980 -0.432632  0.294
15 H -1.453221 -0.828888 -1.886343  0.335
16 H -2.939632 -1.108730 -1.097521  0.388
17 H -1.153515 -2.847522 -0.884464  0.424
18 H 0.552305 -2.756118 0.727578  0.189
19 H -2.222072 -2.151865 1.578049  0.423
20 H -0.643762 2.564793 1.059006  0.266

Atoms 1-6, force components in eV/Å:
C 0.42 1.84 -3.34
C -0.08 1.06 -1.27
C -0.14 -1.51 -2.10
C -0.89 2.40 -1.29
C 1.07 1.04 -1.00
C -1.40 0.58 1.92

energy relative to the best compared isomer or geometry (same formula, charge and spin) = 3.983 eV
orbital gap = 0.3396 Ha
total charge = +1
E = -514.665770 Ha
maximum force = 3.83 eV Å⁻¹
HOMO level = -12.05 eV


- Among the records above, which one has the highest HOMO level?
  C5H14N2